Molecular formula: C3H4BrIO
Method: DFT, the ωB97M-V functional and the def2-TZVPD basis

Summary:
SMILES string: CC(=O)[C@@H](Br)I
energy relative to the best compared isomer or geometry (same formula, charge and spin): 0.308 eV
HOMO energy: -9.7230 eV
net charge: 0

Each atom is followed by the atoms it is bonded to, with distances in Å.
CARTESIAN COORDINATES (ANGSTROEM)
1 C 1.177 0.077 0.703  C2 1.445, H7 1.160, H8 1.034, H9 1.209
2 C -0.239 -0.191 0.596  C1 1.445, O3 1.207, C4 1.552
3 O -1.058 -0.383 1.462  C2 1.207
4 C -0.841 -0.206 -0.835  C2 1.552, Br5 1.929, I6 2.349, H10 1.046
5 Br -2.660 -0.827 -0.677  C4 1.929
6 I -0.731 1.835 -1.994  C4 2.349
7 H 1.815 0.272 -0.246  C1 1.160
8 H 1.724 -0.728 1.052  C1 1.034
9 H 1.256 0.938 1.548  C1 1.209
10 H -0.443 -0.787 -1.608  C4 1.046

natural (NBO) population analysis, charges in e, atoms 1 to 2: number 1, C, carries -0.74; number 2, C, carries 0.51